Entry 1:
{
  "formula": "H5NS3Si",
  "method": "ωB97M-V with the def2-TZVPD basis set",
  "elements": ["S", "Si", "S", "S", "H", "H", "N", "H", "H", "H"],
  "positions_angstrom": [[0.07155, 2.53866, -0.19945], [0.96409, 0.89518, 0.49206], [2.14647, -0.66002, -0.50042], [0.91277, 0.42766, 2.59616], [1.86101, -1.57623, 0.42299], [0.04505, 1.31897, 3.15871], [-1.60189, -0.57722, -1.25517], [-1.86896, 0.12005, -2.11721], [-0.66270, -1.02892, -1.39735], [-1.86738, -1.45814, -1.20032]],
  "lowdin_charge": [0.10, -0.46, 0.38, 0.34, -0.21, -0.16, -0.01, 0.11, -0.02, -0.09],
  "e_tot_ha": -1541.82657,
  "smiles": "S=[Si](S)S.N",
  "orbital_gap_ev": 8.92,
  "molar_mass_g_mol": 143.334,
  "spin_multiplicity": 1
}

Entry 2:
{
  "formula": "C3H13N2OS2",
  "method": "ωB97M-V with the def2-TZVPD basis set",
  "elements": ["S", "S", "C", "C", "C", "N", "N", "H", "H", "H", "H", "H", "H", "H", "H", "H", "H", "H", "H", "H", "O"],
  "positions_angstrom": [[2.64726, 3.05752, 1.91585], [2.50026, 1.46024, 0.81116], [0.87988, 1.48520, -0.29057], [0.57025, -0.00219, -0.70515], [-0.46411, -0.13209, -1.91956], [-1.18108, -1.36476, -1.78191], [-0.15042, -0.79832, 0.51422], [3.32007, 3.86738, 1.21538], [1.30561, 1.93588, -1.31817], [-0.04694, 1.82936, 0.04960], [1.61982, -0.40243, -0.90031], [0.22743, -0.24089, -2.85941], [-1.20905, 0.74741, -2.00668], [-1.39523, -2.01730, -2.56841], [-1.97562, -1.44801, -1.14962], [-1.12052, -0.50435, 0.67828], [0.36935, -0.74949, 1.46792], [-0.23543, -1.85758, 0.39101], [-1.52291, -2.00217, 3.46949], [-2.53568, -1.26991, 2.42512], [-1.60294, -1.59348, 2.56174]],
  "lowdin_charge": [0.36, 0.36, -0.41, -0.30, -0.23, -0.05, 0.13, -0.23, 0.13, 0.05, 0.14, 0.16, 0.14, 0.12, 0.08, 0.12, 0.17, 0.17, 0.10, 0.08, -0.09],
  "total_charge": 1,
  "e_tot_ha": -1102.92497,
  "orbital_gap_ev": 9.32,
  "molar_mass_g_mol": 157.284,
  "spin_multiplicity": 1
}